[1]
DFT (ωB97M-V/def2-TZVPD) results for C4H7NO2 in the gas phase in a non-equilibrium geometry.

Last column: Löwdin charge in e.
Geometry (Å):
N (1.33, 1.00, 0.77)  0.17
C (0.72, 0.05, 1.52)  -0.56
O (0.75, 0.01, 2.74)  0.04
C (-0.03, -0.98, 0.69)  -0.09
C (-1.11, -0.37, -0.22)  -0.14
C (-0.70, 0.09, -1.56)  -0.31
O (0.43, 0.41, -1.86)  0.02
H (1.83, 1.74, 1.24)  0.11
H (1.29, 0.97, -0.24)  0.07
H (-0.45, -1.71, 1.40)  0.12
H (0.69, -1.52, 0.06)  0.13
H (-2.03, -0.96, -0.22)  0.12
H (-1.34, 0.77, -0.14)  0.17
H (-1.59, 0.29, -2.19)  0.13

frontier orbital gap = 10.359 eV
energy relative to the best compared isomer or geometry (same formula, charge and spin) = 22.0 kcal/mol
total charge = 0

[2]
DFT (ωB97M-V/def2-TZVPD) results for a molecular structure, C20H24F5NO2P2ReTe in a non-equilibrium geometry.

Last column: Löwdin charge in e.
Geometry (Å):
C (-2.02, 2.72, -2.71)  0.06
C (-1.71, 1.48, -2.09)  -0.17
C (-0.30, 1.10, -2.17)  -0.15
C (0.70, 2.15, -2.17)  -0.13
C (0.33, 3.45, -2.54)  0.05
C (-0.97, 3.65, -3.04)  0.04
C (2.11, 1.87, -1.98)  0.18
C (2.31, 0.46, -1.82)  -0.14
C (1.22, -0.48, -1.86)  -0.14
C (1.50, -1.86, -1.48)  -0.14
C (2.81, -2.30, -1.79)  0.07
C (3.85, -1.35, -2.08)  0.06
C (3.64, 0.02, -1.86)  0.07
H (-3.07, 3.01, -2.90)  0.15
H (1.17, 4.15, -2.64)  0.15
H (-1.20, 4.60, -3.55)  0.14
H (2.56, 2.49, -1.23)  0.16
H (3.07, -3.38, -1.76)  0.15
H (4.86, -1.68, -2.36)  0.15
H (4.37, 0.83, -1.97)  0.16
N (0.09, -0.16, -2.58)  0.27
Re (-0.16, -0.03, 1.67)  0.82
C (-2.71, 0.64, -1.34)  -0.19
H (-2.82, -0.39, -1.76)  0.11
H (-3.71, 1.15, -1.40)  0.11
C (0.45, -2.76, -0.85)  -0.22
H (-0.45, -2.88, -1.50)  0.12
H (0.92, -3.76, -0.69)  0.12
P (-2.14, 0.45, 0.58)  0.72
P (-0.13, -2.09, 0.78)  0.72
C (1.06, -2.88, 1.96)  -0.20
H (0.73, -2.67, 2.99)  0.06
H (1.05, -3.96, 1.78)  0.07
H (2.06, -2.46, 1.82)  0.05
C (-1.59, -3.16, 1.02)  -0.23
H (-1.25, -4.20, 1.13)  0.07
H (-2.12, -2.85, 1.93)  0.06
H (-2.25, -3.07, 0.14)  0.05
C (-2.81, 2.12, 1.18)  -0.23
H (-3.77, 2.42, 0.70)  0.06
H (-2.95, 2.02, 2.27)  0.06
H (-2.02, 2.86, 0.98)  0.04
C (-3.70, -0.56, 1.04)  -0.23
H (-3.62, -0.72, 2.13)  0.04
H (-4.63, -0.02, 0.81)  0.07
H (-3.68, -1.52, 0.51)  0.02
C (-1.20, -0.19, 3.36)  -0.24
O (-1.67, -0.37, 4.41)  0.16
H (0.00, 1.36, 0.83)  0.02
F (3.15, 2.24, 1.56)  -0.45
Te (2.67, 0.98, 2.90)  1.92
F (3.18, 2.05, 4.45)  -0.42
F (1.01, 1.94, 3.01)  -0.46
F (4.20, -0.15, 2.53)  -0.45
F (1.87, -0.27, 4.12)  -0.45
O (1.75, -0.07, 1.51)  -0.75

frontier orbital gap (alpha / beta) = 2.973 / 3.316 eV
<S²> = 3.83
energy relative to the best compared isomer or geometry (same formula, charge and spin) = 51.1 kcal/mol
multiplicity = 4
total charge = +2

[3]
DFT (ωB97M-V/def2-TZVPD) results for C7H8O2S2 in the gas phase in a non-equilibrium geometry.

Last column: Löwdin charge in e.
Geometry (Å):
C (-0.65, -1.32, 0.38)  -0.19
C (0.61, 1.32, 0.32)  -0.06
C (-1.47, -0.59, 1.13)  -0.73
C (-0.68, 1.65, 0.55)  -0.49
C (0.24, -0.91, -0.66)  -0.20
C (1.18, 0.00, 0.04)  -0.19
C (-1.82, 0.85, 0.88)  -0.27
O (-1.88, 2.55, 2.95)  -0.11
O (-1.78, 3.62, 2.13)  -0.47
S (-2.17, -1.40, 2.43)  0.76
S (-1.17, 3.36, 0.57)  1.05
H (-0.41, -2.37, 0.69)  0.12
H (1.32, 2.06, 0.32)  0.08
H (0.67, -1.85, -1.24)  0.16
H (-0.33, -0.36, -1.44)  0.14
H (1.99, 0.32, -0.53)  0.10
H (1.54, -0.61, 0.82)  0.12
H (-2.60, 0.66, 0.18)  0.13
H (-2.20, 1.26, 1.79)  0.05

frontier orbital gap (alpha / beta) = 7.371 / 6.891 eV
energy relative to the best compared isomer or geometry (same formula, charge and spin) = 145.2 kcal/mol
total charge = 0

[4]
DFT (ωB97M-V/def2-TZVPD) results for a molecular structure, C16H31IN4O2Rh in a non-equilibrium geometry.

Last column: Löwdin charge in e.
Geometry (Å):
Rh (-0.25, 0.09, 0.20)  1.39
O (-0.18, 1.06, 2.45)  -0.16
C (1.02, 1.82, 2.60)  -0.21
C (2.18, 0.96, 3.09)  -0.13
C (2.35, -0.32, 2.24)  -0.12
C (2.87, 0.06, 0.89)  -0.27
C (4.24, 0.26, 0.68)  0.04
C (4.68, 0.68, -0.57)  0.02
C (3.75, 0.91, -1.58)  0.01
C (2.41, 0.69, -1.30)  -0.11
N (2.01, 0.28, -0.10)  0.00
H (-0.35, 0.64, 3.31)  0.13
H (0.84, 2.64, 3.31)  0.15
H (1.22, 2.25, 1.61)  0.12
H (2.01, 0.67, 4.13)  0.14
H (3.10, 1.54, 3.05)  0.14
H (1.39, -0.84, 2.12)  0.09
H (3.05, -0.99, 2.74)  0.14
H (4.93, 0.09, 1.48)  0.14
H (5.73, 0.83, -0.75)  0.14
H (4.05, 1.25, -2.55)  0.13
H (1.64, 0.86, -2.04)  0.11
C (-2.13, -1.68, 2.05)  -0.05
N (-2.02, -1.42, 0.62)  -0.32
C (-1.86, -2.68, -0.10)  -0.06
C (-3.15, -0.64, 0.08)  -0.14
C (-3.16, 0.85, 0.45)  -0.13
N (-2.02, 1.63, -0.05)  -0.27
C (-1.89, 2.88, 0.68)  -0.03
C (-2.04, 1.84, -1.50)  -0.03
H (-3.06, -2.23, 2.26)  0.13
H (-2.15, -0.75, 2.62)  0.08
H (-1.30, -2.30, 2.38)  0.11
H (-2.70, -3.35, 0.11)  0.13
H (-0.95, -3.18, 0.24)  0.10
H (-1.81, -2.52, -1.17)  0.08
H (-4.09, -1.06, 0.48)  0.16
H (-3.18, -0.76, -1.00)  0.13
H (-3.21, 0.97, 1.53)  0.14
H (-4.09, 1.27, 0.04)  0.17
H (-2.79, 3.50, 0.58)  0.14
H (-1.05, 3.46, 0.30)  0.12
H (-1.74, 2.68, 1.74)  0.09
H (-2.98, 2.32, -1.82)  0.14
H (-1.96, 0.89, -2.02)  0.08
H (-1.22, 2.49, -1.79)  0.12
N (0.92, -2.85, -2.62)  0.22
C (0.28, -1.72, -2.88)  -0.63
O (-0.11, -0.93, -2.02)  -0.10
C (-0.05, -1.44, -4.34)  -0.52
I (1.70, -1.40, -5.65)  0.86
H (1.16, -3.11, -1.68)  0.13
H (1.20, -3.48, -3.36)  0.12
H (-0.55, -0.48, -4.45)  0.05
H (-0.70, -2.23, -4.73)  0.07

frontier orbital gap (alpha / beta) = 8.438 / 3.609 eV
<S²> = 6.01
energy relative to the best compared isomer or geometry (same formula, charge and spin) = 17.0 kcal/mol
multiplicity = 5
total charge = +3

[5]
DFT (ωB97M-V/def2-TZVPD) results for a molecular structure, C3H3InO2 in a non-equilibrium geometry.

Last column: Löwdin charge in e.
Geometry (Å):
C (-1.42, 0.23, -0.58)  0.45
C (-0.27, -0.48, -0.55)  0.21
H (-1.42, 1.32, -0.48)  0.18
H (-0.21, -1.52, -0.85)  0.20
H (-2.36, -0.27, -0.83)  0.19
O (1.32, 0.52, -0.98)  0.44
C (1.11, -0.01, 0.13)  -0.34
O (1.31, 0.38, 1.28)  -0.04
In (1.94, -0.17, 2.86)  1.70

frontier orbital gap (alpha / beta) = 6.657 / 8.980 eV
<S²> = 0.75
energy relative to the best compared isomer or geometry (same formula, charge and spin) = 15.7 kcal/mol
multiplicity = 2
total charge = +3

[6]
DFT (ωB97M-V/def2-TZVPD) results for a molecular structure, C18H22MgN4O5PS2 in a non-equilibrium geometry.

Last column: Löwdin charge in e.
Geometry (Å):
Mg (0.05, -0.04, -0.30)  0.47
O (1.33, 0.43, 2.86)  0.20
C (0.81, -0.41, 2.00)  -0.52
O (1.35, -0.70, 0.94)  0.00
C (-0.34, -1.25, 2.51)  -0.07
O (-1.22, -1.46, 1.43)  -0.14
C (-2.30, -0.55, 1.43)  -0.07
C (-1.82, 0.89, 1.20)  -0.59
O (-2.60, 1.79, 1.04)  0.10
O (-0.53, 1.01, 1.17)  -0.10
H (2.05, 0.95, 2.45)  0.13
H (-0.82, -0.76, 3.37)  0.16
H (0.07, -2.22, 2.83)  0.16
H (-2.87, -0.60, 2.36)  0.15
H (-2.95, -0.83, 0.60)  0.15
N (-0.74, 3.34, -0.49)  0.14
C (-1.24, 2.53, -1.43)  -0.67
N (-0.98, 1.25, -1.49)  0.00
C (-1.54, 0.64, -2.58)  -0.33
C (-2.22, 1.49, -3.40)  -0.31
S (-2.18, 3.10, -2.79)  1.11
C (-1.43, -0.80, -2.62)  -0.32
C (-1.95, -1.68, -3.52)  -0.32
S (-1.59, -3.31, -3.06)  1.10
C (-0.76, -2.69, -1.66)  -0.65
N (-0.76, -1.39, -1.58)  0.02
N (-0.12, -3.49, -0.80)  0.14
H (-0.45, 2.84, 0.35)  0.09
H (-1.23, 4.21, -0.32)  0.12
H (-2.72, 1.27, -4.32)  0.08
H (-2.52, -1.48, -4.40)  0.08
H (-0.27, -4.48, -0.83)  0.11
H (0.26, -3.06, 0.03)  0.10
C (3.15, -0.69, -2.81)  -0.24
P (2.09, 0.45, -1.81)  0.94
C (1.98, 1.87, -2.97)  -0.23
C (3.21, 1.05, -0.52)  -0.39
C (4.22, 0.23, -0.01)  -0.09
C (4.94, 0.61, 1.10)  -0.06
C (4.66, 1.82, 1.73)  -0.08
C (3.66, 2.64, 1.23)  -0.08
C (2.94, 2.25, 0.12)  -0.10
H (3.34, -1.61, -2.26)  0.04
H (4.09, -0.20, -3.06)  0.06
H (2.62, -0.94, -3.73)  0.05
H (2.97, 2.19, -3.29)  0.06
H (1.46, 2.70, -2.50)  0.03
H (1.41, 1.56, -3.85)  0.05
H (4.44, -0.72, -0.48)  0.10
H (5.72, -0.03, 1.49)  0.11
H (5.23, 2.12, 2.59)  0.11
H (3.46, 3.58, 1.71)  0.11
H (2.15, 2.90, -0.25)  0.10

frontier orbital gap = 8.439 eV
total charge = +1

Repeat the sixth record exactly.
DFT (ωB97M-V/def2-TZVPD) results for a molecular structure, C18H22MgN4O5PS2 in a non-equilibrium geometry.

Last column: Löwdin charge in e.
Geometry (Å):
Mg (0.05, -0.04, -0.30)  0.47
O (1.33, 0.43, 2.86)  0.20
C (0.81, -0.41, 2.00)  -0.52
O (1.35, -0.70, 0.94)  0.00
C (-0.34, -1.25, 2.51)  -0.07
O (-1.22, -1.46, 1.43)  -0.14
C (-2.30, -0.55, 1.43)  -0.07
C (-1.82, 0.89, 1.20)  -0.59
O (-2.60, 1.79, 1.04)  0.10
O (-0.53, 1.01, 1.17)  -0.10
H (2.05, 0.95, 2.45)  0.13
H (-0.82, -0.76, 3.37)  0.16
H (0.07, -2.22, 2.83)  0.16
H (-2.87, -0.60, 2.36)  0.15
H (-2.95, -0.83, 0.60)  0.15
N (-0.74, 3.34, -0.49)  0.14
C (-1.24, 2.53, -1.43)  -0.67
N (-0.98, 1.25, -1.49)  0.00
C (-1.54, 0.64, -2.58)  -0.33
C (-2.22, 1.49, -3.40)  -0.31
S (-2.18, 3.10, -2.79)  1.11
C (-1.43, -0.80, -2.62)  -0.32
C (-1.95, -1.68, -3.52)  -0.32
S (-1.59, -3.31, -3.06)  1.10
C (-0.76, -2.69, -1.66)  -0.65
N (-0.76, -1.39, -1.58)  0.02
N (-0.12, -3.49, -0.80)  0.14
H (-0.45, 2.84, 0.35)  0.09
H (-1.23, 4.21, -0.32)  0.12
H (-2.72, 1.27, -4.32)  0.08
H (-2.52, -1.48, -4.40)  0.08
H (-0.27, -4.48, -0.83)  0.11
H (0.26, -3.06, 0.03)  0.10
C (3.15, -0.69, -2.81)  -0.24
P (2.09, 0.45, -1.81)  0.94
C (1.98, 1.87, -2.97)  -0.23
C (3.21, 1.05, -0.52)  -0.39
C (4.22, 0.23, -0.01)  -0.09
C (4.94, 0.61, 1.10)  -0.06
C (4.66, 1.82, 1.73)  -0.08
C (3.66, 2.64, 1.23)  -0.08
C (2.94, 2.25, 0.12)  -0.10
H (3.34, -1.61, -2.26)  0.04
H (4.09, -0.20, -3.06)  0.06
H (2.62, -0.94, -3.73)  0.05
H (2.97, 2.19, -3.29)  0.06
H (1.46, 2.70, -2.50)  0.03
H (1.41, 1.56, -3.85)  0.05
H (4.44, -0.72, -0.48)  0.10
H (5.72, -0.03, 1.49)  0.11
H (5.23, 2.12, 2.59)  0.11
H (3.46, 3.58, 1.71)  0.11
H (2.15, 2.90, -0.25)  0.10

frontier orbital gap = 8.439 eV
total charge = +1